Record 1
Below is FH14MnO7 as an isolated structure in a non-equilibrium geometry, with properties calculated with ωB97M-V/def2-TZVPD.

Structure (XYZ):
```
23
FH14MnO7, DFT ωB97M-V/def2-TZVPD
Mn 1.28 -1.96 -0.08
F 0.47 -0.08 -0.23
O 0.31 -1.82 2.14
H 0.48 -1.00 2.62
H 0.58 -2.43 2.83
O -2.29 -0.09 2.37
H -2.48 0.58 2.98
H -1.50 0.26 2.00
O -0.31 2.28 -0.81
H 0.54 2.75 -0.87
H -0.19 1.33 -0.59
O 0.71 -2.10 -2.63
H 1.27 -2.16 -3.38
H 0.20 -1.34 -2.73
O -2.26 -0.10 -0.73
H -1.36 -0.27 -0.99
H -2.67 0.30 -1.50
O 1.67 0.87 -2.44
H 1.22 0.66 -1.62
H 2.35 1.58 -2.20
O 0.35 1.00 2.15
H 1.27 1.16 2.42
H 0.37 0.60 1.28
```

Computed properties:
**Charge**: +1
**Energy above the lowest of the compared OMol25 structures with the same formula, charge and spin**: 425.6 kJ/mol
**2S+1**: 6

Löwdin population analysis, charges in e, atoms 1 to 4: atom 1 (Mn): 1.427, atom 2 (F): -0.464, atom 3 (O): -0.042, atom 4 (H): 0.056


Record 2
Below is a 9-piece molecular cluster, FH16O8 overall in a non-equilibrium geometry, with properties calculated with ωB97M-V/def2-TZVPD.

Structure (XYZ):
```
25
FH16O8, DFT ωB97M-V/def2-TZVPD
F 0.13 -0.38 -0.05
O -2.11 0.81 -0.37
H -1.29 0.31 -0.25
H -2.64 0.15 -0.83
O -1.84 -2.11 1.19
H -1.88 -2.08 0.22
H -1.12 -1.50 1.38
O 2.43 0.76 0.52
H 2.68 0.18 1.22
H 1.60 0.35 0.17
O -0.59 2.01 1.60
H -0.25 1.34 2.16
H -0.32 1.76 0.67
O 1.61 0.45 -2.34
H 1.05 1.22 -2.50
H 1.12 -0.12 -1.73
O 0.33 -0.67 2.57
H 1.24 -0.84 2.78
H 0.34 -0.55 1.60
O 1.24 -2.65 -0.26
H 0.74 -1.78 -0.12
H 0.72 -3.13 -0.94
O -0.85 1.98 -2.49
H -1.13 2.92 -2.50
H -1.21 1.56 -1.71
```

Computed properties:
**Charge**: -1
**Energy above the lowest of the compared OMol25 structures with the same formula, charge and spin**: 110.3 kJ/mol
**2S+1**: 1

Löwdin population analysis, charges in e, atoms 1 to 4: atom 1 (F): -0.430, atom 2 (O): -0.078, atom 3 (H): -0.032, atom 4 (H): 0.060


Q: Which of these has the lowest 2S+1?
A: FH16O8